# C12H40N8O12

8 unconnected molecules or ions with the total composition C12H40N8O12 (wB97M-V/def2-TZVPD, the OMol25 dataset).

Structure (ORCA input):
```
! RIJCOSX wB97M-V def2-TZVPD def2/J DEFGRID3
* xyz 0 1
N -13.96 10.89 8.50
C -12.92 10.74 7.76
N -13.21 9.82 6.82
O -11.90 11.33 7.75
H -14.79 10.31 8.46
H -14.00 11.66 9.15
H -12.59 9.58 6.06
H -14.11 9.39 6.95
N -17.91 6.04 2.74
C -19.06 5.50 3.27
N -20.15 6.22 2.94
O -19.14 4.42 3.78
H -17.75 6.84 2.14
H -17.15 5.49 3.10
H -21.06 5.87 3.22
H -20.14 7.05 2.37
N -11.67 6.63 4.78
C -12.24 7.64 4.30
N -11.46 8.69 4.29
O -13.39 7.66 3.88
H -12.20 5.78 4.87
H -10.74 6.68 5.17
H -11.77 9.55 3.87
H -10.55 8.65 4.74
N -17.51 7.55 6.65
C -16.42 8.11 6.30
N -15.89 7.49 5.32
O -15.78 8.77 7.01
H -17.72 6.69 6.17
H -18.03 7.91 7.44
H -14.96 7.75 5.02
H -16.52 7.05 4.68
O -18.06 1.46 8.05
C -18.70 2.13 6.98
C -18.95 3.64 7.26
O -17.70 4.33 7.22
H -17.14 1.70 8.16
H -18.22 2.18 6.00
H -19.72 1.74 7.02
H -19.28 3.88 8.27
H -19.66 4.12 6.59
H -17.55 4.85 8.01
O -15.41 5.12 3.56
C -14.51 4.24 2.76
C -13.89 3.19 3.73
O -12.99 3.83 4.63
H -14.84 5.83 3.88
H -15.09 3.77 1.96
H -13.70 4.77 2.27
H -13.34 2.47 3.13
H -14.71 2.73 4.28
H -13.42 4.05 5.46
O -14.33 5.01 6.79
C -13.39 5.05 7.77
C -13.28 6.47 8.38
O -14.64 6.73 8.86
H -15.16 5.26 7.21
H -13.72 4.28 8.46
H -12.43 4.73 7.36
H -12.98 7.10 7.54
H -12.74 6.78 9.27
H -15.10 7.16 8.13
O -18.88 12.15 8.74
C -19.52 11.05 8.06
C -20.41 10.31 9.06
O -21.40 11.24 9.41
H -19.57 12.70 9.12
H -20.18 11.38 7.25
H -18.77 10.49 7.51
H -19.86 9.88 9.89
H -20.83 9.42 8.61
H -21.18 11.67 10.24
*
```

Structure (SMILES) = NC(N)=O.NC(N)=O.NC(N)=O.NC(N)=O.OCCO.OCCO.OCCO.OCCO
F_max = 8.305 eV Å⁻¹
Kohn-Sham gap = 9.297 eV
Lowest unoccupied orbital energy = 0.287 eV
Molecular weight = 488.5 g/mol
E_tot = -1822.1548 Eh
Energy relative to the best compared isomer or geometry (same formula, charge and spin) = 59.2 kcal/mol

Atomic partial charges in e from the Löwdin method, atoms 1 to 4: 0.1760, -0.7981, 0.1588, 0.0527

***

# C12H40O14

8 unconnected molecules or ions with the total composition C12H40O14 (wB97M-V/def2-TZVPD, the OMol25 dataset).

Structure (ORCA input):
```
! RIJCOSX wB97M-V def2-TZVPD def2/J DEFGRID3
* xyz 1 2
O 0.47 0.61 -0.04
H 0.90 0.91 0.76
H -0.36 1.08 -0.06
O -0.38 -1.16 -2.12
H 0.04 -0.44 -1.66
H -0.24 -1.92 -1.56
C -2.25 0.74 -4.33
C -3.57 -0.11 -4.40
O -4.75 0.64 -4.09
O -1.94 0.86 -2.97
H -2.38 1.74 -4.75
H -1.42 0.17 -4.73
H -3.51 -0.96 -3.72
H -3.64 -0.49 -5.41
H -4.55 1.03 -3.24
H -1.60 0.05 -2.58
C 1.67 -3.28 -0.31
C 0.30 -2.83 0.32
O -0.75 -3.38 -0.32
O 2.00 -2.77 -1.59
H 1.81 -4.36 -0.18
H 2.43 -2.91 0.39
H 0.23 -1.74 0.25
H 0.41 -2.92 1.40
H -1.05 -4.22 0.03
H 2.81 -2.25 -1.60
C 0.68 -1.65 3.70
C -0.85 -1.60 4.08
O -0.91 -1.79 5.46
O 1.46 -0.77 4.46
H 0.79 -1.19 2.72
H 1.00 -2.70 3.70
H -1.27 -2.46 3.56
H -1.46 -0.77 3.71
H -0.01 -1.69 5.78
H 2.36 -0.99 4.24
C 4.24 0.36 -0.73
C 4.59 1.31 0.39
O 3.46 1.59 1.17
O 3.62 -0.82 -0.30
H 5.10 0.06 -1.32
H 3.64 0.90 -1.46
H 5.10 2.23 0.11
H 5.35 0.82 1.00
H 3.72 2.11 1.94
H 2.67 -0.69 -0.23
C 1.26 4.56 0.27
C 2.32 4.50 -0.85
O 2.20 5.55 -1.82
O 0.08 3.85 -0.07
H 1.10 5.57 0.64
H 1.75 4.11 1.13
H 2.19 3.47 -1.20
H 3.33 4.62 -0.47
H 2.58 6.31 -1.35
H -0.03 3.99 -1.02
C -3.71 -0.66 1.40
C -4.26 -1.75 0.45
O -5.68 -1.68 0.35
O -3.11 0.33 0.52
H -2.90 -1.04 2.03
H -4.40 -0.31 2.17
H -4.06 -2.70 0.96
H -3.79 -1.89 -0.52
H -6.19 -2.23 0.95
H -2.65 1.04 0.98
*
```

F_max = 3.699 eV Å⁻¹
Kohn-Sham gap (alpha / beta) = 9.880 / 3.456 eV
Lowest unoccupied orbital energy (alpha / beta) = -2.406 / -8.829 eV
Molecular weight = 408.4 g/mol
E_tot = -1534.0476 Eh
Energy relative to the best compared isomer or geometry (same formula, charge and spin) = 4.9 kcal/mol

Atomic partial charges in e from the Löwdin method, atoms 1 to 4: -0.0337, 0.0481, 0.0351, -0.0246

***

# C12H41N10O7

7 unconnected molecules or ions with the total composition C12H41N10O7 (wB97M-V/def2-TZVPD, the OMol25 dataset).

Structure (ORCA input):
```
! RIJCOSX wB97M-V def2-TZVPD def2/J DEFGRID3
* xyz 1 1
O 8.69 9.27 7.03
H 9.15 8.43 7.07
H 8.98 9.92 7.68
H 8.76 9.59 6.13
C 9.39 8.56 10.94
O 8.56 7.66 10.75
N 9.25 9.60 11.77
N 10.43 8.61 10.23
H 8.40 9.76 12.29
H 10.00 10.26 11.86
H 11.06 9.40 10.16
H 10.63 7.85 9.59
C 8.26 9.89 3.56
O 8.84 9.62 4.58
N 8.45 9.22 2.40
N 7.31 10.73 3.47
H 7.85 9.54 1.66
H 9.23 8.57 2.39
H 6.65 10.81 2.70
H 7.23 11.31 4.29
C 4.92 7.72 5.59
O 4.96 6.67 4.90
N 4.20 7.85 6.62
N 5.69 8.76 5.53
H 4.51 8.45 7.37
H 3.71 6.99 6.85
H 6.40 8.96 4.84
H 5.47 9.54 6.14
C 6.38 12.59 6.58
O 6.78 11.59 6.02
N 6.93 13.79 6.41
N 5.58 12.50 7.63
H 7.53 14.06 5.65
H 6.55 14.48 7.04
H 5.45 13.38 8.10
H 5.17 11.62 7.93
C 7.80 5.91 7.25
C 9.03 5.98 6.30
C 8.67 6.27 4.84
O 8.33 5.06 4.21
C 8.00 4.98 2.88
N 9.97 6.92 6.91
H 7.12 6.74 7.02
H 8.23 5.91 8.25
H 7.07 5.10 7.14
H 9.51 5.00 6.28
H 9.59 6.66 4.40
H 7.88 7.02 4.78
H 8.67 5.60 2.28
H 7.01 5.38 2.66
H 8.03 3.92 2.60
H 10.41 6.28 7.55
H 10.70 7.08 6.23
C 10.63 13.49 8.03
C 10.32 12.06 7.77
C 11.66 11.18 7.83
O 11.54 9.80 7.57
C 12.69 9.01 7.63
N 9.26 11.49 8.59
H 11.48 13.77 7.40
H 10.85 13.72 9.07
H 9.91 14.12 7.50
H 9.88 11.99 6.77
H 12.09 11.39 8.81
H 12.43 11.47 7.11
H 12.46 8.10 7.07
H 13.11 8.97 8.64
H 13.51 9.41 7.03
H 8.49 12.14 8.56
H 9.68 11.57 9.50
*
```

F_max = 7.297 eV Å⁻¹
Kohn-Sham gap = 9.070 eV
Lowest unoccupied orbital energy = -2.373 eV
Molecular weight = 437.5 g/mol
E_tot = -1555.8848 Eh
Energy relative to the best compared isomer or geometry (same formula, charge and spin) = 59.1 kcal/mol

Atomic partial charges in e from the Löwdin method, atoms 1 to 4: 0.2176, 0.0474, 0.0603, 0.0309